Here is a 2-piece molecular cluster, C3H3F3O overall in a non-equilibrium geometry from the Open Molecules 2025 dataset. Energies are from ωB97M-V/def2-TZVPD.

Bonds (Å) are listed after each position.
Atoms and positions in Å:
1 C 0.3192 -0.2494 -0.7314  C2 1.462, C3 1.520, H8 1.084, H9 1.084
2 C 0.2246 0.5369 0.4972  C1 1.462, C3 1.466, O4 1.292
3 C 1.5362 -0.0195 0.1497  C1 1.520, C2 1.466, F6 1.354, F7 1.333
4 O -0.5780 0.5884 1.5089  C2 1.292, H10 0.975
5 F 0.2817 2.8091 -0.0136  no bonds
6 F 2.0080 -1.0317 0.9148  C3 1.354
7 F 2.5708 0.6933 -0.2964  C3 1.333
8 H -0.1735 -1.2141 -0.7735  C1 1.084
9 H 0.3341 0.2836 -1.6747  C1 1.084
10 H -0.1855 1.0011 2.2997  O4 0.975

Its electronic energy is -490.78677 Eh. Its energy above the lowest of the compared OMol25 structures with the same formula, charge and spin is 102.87 kcal/mol. Its net charge is 0.